P | DFT (ωB97M-V/def2-TZVPD) results for a 3-piece molecular cluster, C4H11N3S overall.

LUMO level = 0.23 eV
HOMO energy = -8.9635 eV
Gap between HOMO and LUMO = 9.19 eV

```
! wB97M-V def2-TZVPD RIJCOSX def2/J DEFGRID3
* xyz 0 1
C 2.824 -0.313 0.600
C 1.742 -1.271 -0.109
C -0.848 1.284 -0.207
C -2.017 0.859 0.612
H 2.244 0.726 -1.322
H 4.823 0.431 -0.954
H 3.892 -0.973 0.695
H 2.511 0.138 1.588
H 1.927 -1.156 -1.399
H 1.468 -2.300 0.117
H -0.450 -0.990 0.183
H -1.076 2.288 -0.517
H -2.575 1.746 0.341
H -1.789 0.892 1.876
H -1.837 -1.085 -0.758
N 3.404 0.831 -0.175
N 0.413 -0.534 0.254
N 0.236 0.594 -0.475
S -2.982 -0.581 -0.154
*
```

---

Q | DFT (ωB97M-V/def2-TZVPD) results for a 2-piece molecular cluster, C4H11N3S overall.

LUMO level = 0.99 eV
HOMO energy = -8.7589 eV
Gap between HOMO and LUMO = 9.74 eV

```
! wB97M-V def2-TZVPD RIJCOSX def2/J DEFGRID3
* xyz 0 1
C -1.757 1.119 -1.869
C -0.593 1.988 -1.689
C -0.386 0.521 -1.630
C 2.801 -1.425 1.940
N 0.470 0.831 1.046
N -0.395 -1.532 -0.036
N 1.873 -2.251 1.853
S 0.628 -0.096 -0.159
H -2.416 1.061 -0.997
H -2.327 0.985 -2.840
H -0.175 2.660 -2.420
H -0.500 2.266 -0.631
H 0.077 0.213 -2.497
H 3.674 -1.579 2.581
H 2.739 -0.386 1.443
H -0.510 -1.958 -1.016
H -0.412 1.422 1.252
H 0.188 -2.098 0.633
H 1.856 -2.975 2.474
*
```

---

Which one is most stable, and which one is least stable? Q is the most stable of them, while P is the least stable.

---

P | DFT (ωB97M-V/def2-TZVPD) results for C4H6Na2O2 as an isolated structure.

LUMO level = -0.47 eV
HOMO energy = -5.1224 eV
Gap between HOMO and LUMO = 4.65 eV

```
! wB97M-V def2-TZVPD RIJCOSX def2/J DEFGRID3
* xyz 0 1
O 0.481 -2.249 -0.719
C 0.125 -1.772 0.445
C 0.951 -0.830 1.146
Na -1.719 -1.906 -1.211
Na 1.754 -0.481 -1.755
H 2.047 -0.905 0.993
H 0.762 -0.688 2.216
C -0.462 1.161 -0.838
C 0.164 1.249 0.432
O -1.697 0.458 -0.900
H -0.598 1.997 -1.530
H 0.916 2.039 0.536
H -0.496 1.242 1.312
H -2.229 0.685 -0.126
*
```

---

Q | DFT (ωB97M-V/def2-TZVPD) results for C4H6Na2O2 as an isolated structure.

LUMO level = -0.57 eV
HOMO energy = -4.6078 eV
Gap between HOMO and LUMO = 4.04 eV

```
! wB97M-V def2-TZVPD RIJCOSX def2/J DEFGRID3
* xyz 0 1
O 1.910 1.086 -1.132
C 1.687 1.156 0.184
C 0.857 2.112 0.753
Na 2.392 -1.087 -0.693
Na -0.474 1.368 -1.869
H 0.658 3.066 0.223
H 0.663 2.135 1.830
C -0.891 -1.615 -0.423
C -1.797 -0.825 0.198
O 0.259 -2.068 0.178
H -1.011 -2.158 -1.361
H -2.776 -0.691 -0.266
H -1.682 -0.527 1.244
H 0.205 -1.952 1.135
*
```

---

Which one is most stable, and which one is least stable? Q is the most stable of them, while P is the least stable.